Record 1
{
  "formula": "C15H38BrInNO7",
  "method": "ωB97M-V/def2-TZVPD",
  "symbols": ["C", "In", "O", "Br", "C", "C", "N", "H", "H", "H", "H", "H", "H", "H", "H", "C", "O", "C", "C", "O", "C", "H", "H", "H", "H", "H", "H", "H", "H", "H", "H", "C", "O", "C", "C", "O", "C", "H", "H", "H", "H", "H", "H", "H", "H", "H", "H", "C", "O", "C", "C", "O", "C", "H", "H", "H", "H", "H", "H", "H", "H", "H", "H"],
  "positions_angstrom": [[-6.993, 2.977, 1.708], [-5.059, 3.888, 1.394], [-4.955, 5.765, 2.235], [-4.692, 4.265, -1.142], [-3.359, 2.679, 2.197], [-3.868, 1.884, 3.307], [-4.212, 0.655, 3.241], [-7.078, 2.688, 2.760], [-7.099, 2.079, 1.094], [-7.803, 3.667, 1.455], [-4.499, 5.728, 3.084], [-2.591, 3.389, 2.519], [-2.979, 2.067, 1.374], [-4.028, 2.469, 4.231], [-4.619, 0.359, 4.126], [-0.191, 2.268, 0.012], [-1.192, 1.320, -0.277], [-1.118, 0.753, -1.564], [-0.584, -0.661, -1.513], [0.760, -0.729, -1.057], [0.871, -1.036, 0.320], [-0.287, 2.522, 1.065], [0.811, 1.863, -0.171], [-0.323, 3.178, -0.585], [-0.485, 1.363, -2.220], [-2.127, 0.738, -1.989], [-0.616, -1.100, -2.514], [-1.229, -1.257, -0.855], [0.522, -2.054, 0.528], [0.303, -0.340, 0.940], [1.929, -0.969, 0.574], [2.874, 3.267, 3.637], [2.612, 2.365, 2.584], [3.621, 2.308, 1.597], [4.478, 1.068, 1.735], [5.216, 1.053, 2.943], [4.633, 0.259, 3.956], [2.084, 3.132, 4.373], [3.846, 3.074, 4.102], [2.853, 4.305, 3.286], [4.258, 3.198, 1.650], [3.136, 2.295, 0.615], [5.187, 1.027, 0.904], [3.836, 0.181, 1.676], [4.648, -0.803, 3.686], [3.599, 0.551, 4.156], [5.231, 0.401, 4.855], [2.175, -4.364, -5.817], [0.872, -4.907, -5.878], [0.704, -6.090, -5.122], [0.064, -5.835, -3.773], [0.889, -5.061, -2.927], [0.500, -3.702, -2.828], [2.149, -3.419, -6.356], [2.493, -4.186, -4.787], [2.903, -5.027, -6.298], [1.672, -6.583, -4.972], [0.065, -6.766, -5.697], [-0.120, -6.796, -3.284], [-0.903, -5.340, -3.919], [-0.464, -3.605, -2.318], [0.419, -3.235, -3.814], [1.257, -3.183, -2.244]],
  "forces_ev_per_angstrom": [[-0.161, -0.082, -0.065], [-0.012, -0.056, 0.077], [0.095, 0.057, 0.217], [0.081, -0.005, -0.056], [0.346, -0.120, -0.222], [-0.137, 0.381, 0.033], [-0.014, -0.180, 0.042], [-0.070, 0.022, -0.094], [0.017, 0.062, 0.076], [0.073, -0.040, 0.066], [-0.053, 0.023, -0.193], [-0.134, 0.036, 0.025], [-0.084, 0.007, 0.091], [0.053, -0.147, 0.026], [0.045, 0.020, -0.029], [0.037, 0.081, -0.001], [-0.046, -0.127, 0.095], [0.109, 0.103, -0.096], [-0.111, -0.068, 0.120], [0.022, 0.009, -0.060], [0.002, 0.035, 0.034], [0.008, 0.013, -0.003], [0.004, -0.001, 0.017], [-0.017, -0.011, -0.013], [-0.024, -0.006, 0.001], [-0.012, 0.007, 0.000], [0.003, 0.036, -0.028], [0.002, -0.027, -0.044], [-0.006, -0.004, -0.028], [0.012, 0.010, 0.000], [0.000, -0.014, 0.013], [0.014, 0.016, 0.001], [-0.068, -0.095, -0.001], [0.102, 0.116, -0.007], [-0.129, -0.116, 0.012], [0.048, 0.051, -0.011], [-0.028, 0.002, 0.015], [0.006, 0.020, 0.011], [-0.011, -0.011, 0.019], [0.002, -0.006, -0.023], [-0.018, -0.002, -0.020], [-0.006, -0.007, 0.002], [0.020, 0.018, 0.002], [0.028, -0.001, -0.026], [0.015, 0.006, -0.022], [0.006, 0.014, 0.016], [-0.010, -0.016, 0.009], [0.013, 0.019, 0.028], [-0.069, 0.016, -0.026], [0.157, -0.055, 0.073], [-0.136, 0.073, -0.055], [0.102, -0.024, 0.006], [-0.033, 0.006, 0.002], [0.022, 0.000, 0.000], [-0.006, 0.017, 0.001], [-0.019, -0.017, -0.007], [-0.024, -0.013, -0.026], [-0.023, 0.008, -0.005], [0.008, -0.009, 0.006], [0.007, -0.023, 0.016], [-0.005, -0.027, 0.002], [0.019, 0.015, 0.004], [-0.012, 0.014, 0.003]],
  "mulliken_charge": [-1.077, 0.954, -0.807, -0.605, -0.462, -0.058, -0.682, 0.229, 0.239, 0.278, 0.221, 0.309, -0.066, 0.318, 0.212, -0.847, -0.153, -0.958, -0.164, -0.386, -0.502, 0.205, 0.328, 0.395, 0.333, 0.428, 0.253, 0.383, 0.328, 0.343, 0.000, -0.838, -0.237, -0.515, -0.301, -0.402, -0.692, 0.257, 0.339, 0.314, 0.362, 0.376, 0.388, 0.101, 0.309, 0.303, 0.246, -0.692, -0.373, -0.496, -0.508, -0.389, -0.862, 0.241, 0.296, 0.325, 0.310, 0.378, 0.391, 0.310, 0.409, 0.377, 0.282],
  "homo_ev": -4.91,
  "max_force_ev_per_a": 0.4,
  "charge": -1,
  "e_tot_ha": -3939.855804,
  "e_lumo_ev": 2.3
}

***

Record 2
{
  "formula": "C15H38Cl2IrP2",
  "method": "ωB97M-V/def2-TZVPD",
  "symbols": ["Ir", "Cl", "Cl", "H", "H", "P", "C", "C", "C", "C", "H", "C", "H", "H", "H", "H", "H", "H", "H", "C", "C", "H", "H", "H", "H", "H", "H", "C", "H", "C", "H", "H", "H", "H", "H", "H", "C", "C", "P", "C", "C", "C", "C", "H", "H", "H", "H", "H", "H", "H", "H", "H", "H", "H", "H", "H", "H", "H"],
  "positions_angstrom": [[-0.113, 0.233, 1.920], [0.571, 0.322, -0.299], [-2.206, -0.757, 1.742], [-0.371, 1.716, 2.562], [1.277, 0.897, 2.248], [0.201, 0.009, -3.068], [1.876, -0.526, -3.706], [-0.917, -0.860, -4.293], [0.259, 1.738, -3.754], [2.387, -1.613, -2.763], [2.496, 0.373, -3.571], [1.943, -0.959, -5.167], [1.379, -1.877, -5.359], [2.994, -1.148, -5.419], [1.597, -0.198, -5.869], [2.254, -1.317, -1.717], [3.454, -1.780, -2.942], [1.866, -2.565, -2.920], [1.250, 2.098, -3.438], [-0.807, 2.563, -3.033], [0.166, 1.842, -5.275], [1.074, 1.483, -5.770], [0.072, 2.899, -5.554], [-0.703, 1.312, -5.684], [-0.726, 2.434, -1.949], [-1.819, 2.280, -3.345], [-0.668, 3.625, -3.268], [-0.935, -2.361, -4.040], [-0.464, -0.673, -5.272], [-2.321, -0.278, -4.259], [-0.003, -2.862, -4.308], [-1.709, -2.813, -4.670], [-1.158, -2.602, -2.994], [-2.706, -0.193, -3.236], [-2.988, -0.936, -4.825], [-2.394, 0.700, -4.735], [-2.783, 0.282, 5.151], [-1.441, 0.997, 5.090], [-0.120, 0.158, 4.115], [1.497, 0.875, 4.704], [1.669, 1.305, 6.149], [-0.033, -1.625, 4.622], [-0.036, -1.858, 6.134], [-3.183, 0.108, 4.135], [-3.495, 0.939, 5.686], [-2.721, -0.686, 5.692], [-1.554, 1.959, 4.562], [-1.050, 1.213, 6.105], [2.216, 0.077, 4.451], [1.661, 1.741, 4.037], [1.568, 0.436, 6.810], [2.694, 1.681, 6.272], [0.979, 2.110, 6.431], [-0.852, -2.145, 4.094], [0.929, -1.976, 4.204], [-0.722, -1.184, 6.673], [-0.315, -2.890, 6.387], [0.983, -1.721, 6.523]],
  "forces_ev_per_angstrom": [[-1.405, -0.979, -3.184], [0.878, 0.462, -0.047], [-1.244, -0.626, 0.013], [-0.529, 1.598, -0.087], [2.202, 0.603, 0.360], [-0.365, -0.447, -1.105], [-0.379, -0.115, 0.311], [0.604, 0.417, -0.233], [-0.243, -0.186, 0.158], [0.433, -0.066, -0.032], [-0.032, -0.237, -0.010], [0.585, -0.043, -0.197], [0.179, 0.137, 0.051], [-0.064, -0.159, -0.050], [0.040, -0.287, 0.178], [0.032, -0.082, -0.187], [0.010, -0.150, 0.048], [0.019, 0.147, 0.015], [-0.263, 0.015, -0.005], [0.017, 0.335, -0.099], [0.123, 0.618, -0.118], [-0.300, 0.118, 0.125], [-0.094, -0.032, -0.039], [0.259, 0.178, 0.037], [-0.050, 0.008, -0.170], [0.199, 0.058, 0.104], [-0.115, -0.011, 0.045], [-0.243, -0.272, 0.019], [-0.382, -0.215, -0.150], [-0.329, -0.178, -0.063], [0.031, 0.140, 0.149], [-0.037, -0.059, 0.107], [-0.002, 0.080, -0.128], [0.055, -0.042, -0.120], [-0.115, -0.020, 0.094], [0.096, 0.026, 0.138], [-0.462, -0.061, 0.012], [0.550, 0.098, 0.328], [1.189, -0.768, 2.790], [-0.692, -0.071, -0.050], [0.200, -0.225, 0.084], [-0.087, 0.341, 0.489], [0.091, -0.347, 0.258], [0.228, -0.039, 0.512], [0.190, -0.416, -0.163], [-0.069, 0.523, -0.356], [0.052, -0.213, 0.240], [-0.297, -0.076, -0.344], [-0.114, 0.497, -0.096], [0.134, -0.443, 0.051], [-0.162, 0.365, 0.153], [-0.159, 0.047, 0.073], [0.120, -0.300, 0.054], [0.327, 0.213, 0.247], [-0.536, 0.117, -0.066], [0.277, -0.225, -0.163], [-0.041, 0.113, -0.032], [-0.309, 0.133, 0.053]],
  "mulliken_spin": [2.180, 0.324, 0.211, 0.374, 0.328, 0.045, 0.017, 0.037, 0.013, -0.033, 0.004, 0.002, 0.000, -0.001, 0.001, 0.018, -0.003, 0.002, -0.001, -0.002, 0.003, 0.000, 0.000, 0.000, 0.003, 0.000, 0.000, -0.011, -0.006, -0.006, 0.001, -0.001, 0.006, 0.008, -0.002, 0.002, -0.013, 0.052, 0.110, 0.250, -0.033, 0.090, 0.032, 0.012, -0.012, 0.004, -0.005, -0.008, 0.046, 0.035, 0.009, -0.044, 0.015, -0.047, -0.002, 0.018, -0.015, -0.006],
  "de_lowest_kcal_mol": 13.5,
  "spin_multiplicity": 5,
  "homo_ev": [0.04, -4.60],
  "max_force_ev_per_a": 3.6,
  "charge": -1,
  "e_tot_ha": -2301.608499,
  "e_lumo_ev": [2.9, 1.8]
}